[1]
Below is C45H61CsI2O4P2SSi as an isolated structure, with properties calculated with ωB97M-V/def2-TZVPD.

The energy relative to the best compared isomer or geometry (same formula, charge and spin) comes out at 268.9 kJ/mol. The HOMO energy comes out at -0.040 Ha. Its total charge is -2. The gap between HOMO and LUMO is 4.68 eV. As for the spin multiplicity: 1.

Cartesian coordinates (Å):
Cs: -2.08945 2.31050 -2.01559
C: -4.45746 0.39252 1.31379
Si: -2.60373 0.18757 1.13585
C: -2.25333 -1.60863 1.65770
C: -2.55409 -1.83639 3.00746
C: -2.39930 -3.07545 3.60611
C: -1.95972 -4.14193 2.83559
C: -1.67949 -3.94343 1.49256
C: -1.79429 -2.69177 0.87978
P: -1.38320 -2.46289 -0.92893
C: -2.55686 -3.77233 -1.57488
C: -4.01531 -3.24689 -1.41888
C: -4.66041 -2.92023 -2.77098
C: -3.68609 -2.11659 -3.63107
C: -2.44204 -2.95608 -3.98856
C: -2.27199 -4.14554 -3.03541
C: 0.27019 -3.28537 -1.25718
C: 0.57200 -4.76763 -0.94208
C: 1.49328 -4.91117 0.26843
C: 2.87023 -4.30432 -0.04052
C: 2.74803 -3.03549 -0.90734
C: 1.38565 -2.37067 -0.72276
C: -1.81810 1.43195 2.35610
C: -2.67428 2.13019 3.21730
C: -2.26516 3.26963 3.89532
C: -0.98762 3.76402 3.69008
C: -0.10727 3.06930 2.87523
C: -0.48389 1.88030 2.24826
P: 0.66848 0.81699 1.28809
C: 1.63031 -0.05333 2.66583
C: 2.25716 0.72660 3.84388
C: 2.37756 -0.11950 5.12405
C: 2.69766 -1.57036 4.78651
C: 1.52290 -2.19775 4.01661
C: 0.71832 -1.14385 3.24602
C: 1.82288 1.98397 0.39451
C: 2.95008 2.75197 1.12026
C: 4.29086 2.02828 1.01078
C: 4.76627 1.98853 -0.45000
C: 3.58292 1.87533 -1.42882
C: 2.40629 1.16070 -0.77580
H: -4.82717 0.02487 2.27664
H: -4.73931 1.44257 1.20442
H: -4.93636 -0.16973 0.51319
H: -2.89218 -1.00052 3.61548
H: -2.61849 -3.20874 4.65939
H: -1.84079 -5.12628 3.27467
H: -1.36447 -4.79730 0.90904
H: -2.43364 -4.67115 -0.96452
H: -4.62396 -3.97318 -0.87193
H: -4.01041 -2.32234 -0.83321
H: -4.94871 -3.84303 -3.28946
H: -5.57777 -2.35080 -2.60539
H: -4.17168 -1.75306 -4.53821
H: -3.38007 -1.24283 -3.05008
H: -2.50702 -3.32847 -5.01505
H: -1.55520 -2.31977 -3.94569
H: -2.96892 -4.94072 -3.32198
H: -1.27134 -4.57419 -3.13355
H: 0.29480 -3.17458 -2.34772
H: -0.34530 -5.34556 -0.81685
H: 1.08525 -5.21383 -1.80266
H: 1.04763 -4.40107 1.12579
H: 1.60058 -5.96269 0.54869
H: 3.37956 -4.06780 0.89625
H: 3.49243 -5.04481 -0.55275
H: 3.55441 -2.33664 -0.67132
H: 2.86083 -3.29323 -1.96562
H: 1.22534 -2.14545 0.33734
H: 1.34182 -1.41460 -1.24408
H: -3.70204 1.80349 3.32470
H: -2.95877 3.79638 4.54045
H: -0.67766 4.69071 4.15834
H: 0.88462 3.46865 2.71588
H: 2.43372 -0.55889 2.11184
H: 3.25492 1.06577 3.56678
H: 1.66253 1.61169 4.06964
H: 3.14753 0.30599 5.77311
H: 1.43979 -0.08651 5.68792
H: 3.60605 -1.59827 4.17557
H: 2.91268 -2.14186 5.69335
H: 1.90014 -2.94151 3.31114
H: 0.85855 -2.72788 4.70550
H: 0.13451 -1.62502 2.46206
H: -0.01304 -0.66744 3.90753
H: 1.14305 2.72607 -0.03739
H: 3.05218 3.73502 0.64850
H: 2.70800 2.93642 2.16119
H: 5.03835 2.52130 1.63957
H: 4.18253 1.01016 1.39772
H: 5.33190 2.89761 -0.67240
H: 5.45561 1.14846 -0.58348
H: 3.24906 2.86154 -1.76237
H: 3.88447 1.34372 -2.33392
H: 1.62050 0.97414 -1.50875
H: 2.73742 0.17793 -0.41106
I: 1.32087 -0.09456 -4.55133
C: -0.18941 1.40880 -4.58006
I: -1.57000 1.14354 -6.17398
H: 0.28621 2.39060 -4.64005
H: -0.75424 1.30082 -3.66387
O: -1.60628 4.04942 -3.65743
C: -1.15923 4.81221 -2.76289
O: -1.46977 4.73157 -1.54452
C: -0.21050 5.91346 -3.18238
C: -0.68869 7.21801 -3.13029
C: 0.08107 8.29868 -3.54168
C: 1.37035 8.05124 -4.00309
C: 1.86541 6.75578 -4.02967
C: 1.10547 5.64372 -3.61163
S: 1.82801 4.04590 -3.58437
H: -1.69423 7.38055 -2.75457
H: -0.31449 9.30806 -3.50186
H: 1.99904 8.87299 -4.33419
H: 2.87645 6.56510 -4.37021
O: -2.05306 0.68072 -0.31530
O: -3.06744 0.25993 -1.28624


[2]
Below is a 2-piece molecular cluster, C4H13NOS overall, with properties calculated with ωB97M-V/def2-TZVPD.

Its structure (SMILES) is CSCCCN.O. The energy relative to the best compared isomer or geometry (same formula, charge and spin) comes out at 45.8 kJ/mol. The HOMO energy comes out at -0.316 Ha. The gap between HOMO and LUMO is 9.43 eV. As for the spin multiplicity: 1.

Cartesian coordinates (Å):
C: 2.21941 -0.99854 0.68639
S: 1.01751 -2.35472 0.72381
C: -0.25852 -1.60262 -0.33301
C: -1.02078 -0.49366 0.36069
C: -1.57100 0.56309 -0.58575
N: -0.51551 1.24896 -1.40209
H: 2.86223 -1.09727 -0.18546
H: 1.70431 -0.03733 0.68352
H: 2.82987 -1.07406 1.57952
H: 0.28047 -1.30516 -1.21944
H: -0.90708 -2.40624 -0.61737
H: -1.80807 -0.97583 0.91604
H: -0.44098 0.01801 1.13211
H: -2.10489 1.34198 -0.04833
H: -2.29959 0.09983 -1.25967
H: -0.87975 1.31673 -2.34642
H: 0.31646 0.67562 -1.46977
O: 0.53205 2.54017 1.17583
H: 0.04148 2.44191 0.34717
H: 0.00239 2.09914 1.86223


[3]
Below is one molecule with the formula C7H10BrNO, with properties calculated with ωB97M-V/def2-TZVPD.

The energy relative to the best compared isomer or geometry (same formula, charge and spin) comes out at 465.1 kJ/mol. The HOMO energy (spin up / spin down) comes out at -0.280 / -0.274 Ha. The gap between HOMO and LUMO (spin up / spin down) is 7.60 / 7.22 eV. As for the spin multiplicity: 1.

Cartesian coordinates (Å):
C: -1.30115 1.03448 -0.45572
C: 1.51004 -1.05248 -0.49437
C: 2.06302 -1.71859 0.78988
C: -2.07520 0.28814 0.35134
C: 0.87985 -0.85722 0.88481
C: 1.05070 0.52787 1.53507
C: -1.53695 1.25864 -1.90034
N: -0.27339 1.81753 0.10402
O: 0.51516 1.58759 1.09815
Br: -3.67110 -0.52884 -0.32101
H: 2.03947 -0.20351 -0.72016
H: 1.04260 -1.58309 -1.28651
H: 1.81294 -2.78404 1.03725
H: 2.93680 -1.29604 1.15667
H: -2.05907 0.14667 1.44970
H: 0.05176 -1.46079 1.15761
H: 1.76523 0.69978 2.36883
H: -0.72586 0.82185 -2.38325
H: -1.47953 2.31037 -2.00040
H: -2.54533 0.99170 -2.37157


[4]
Below is C39H100Cl4N5NaO14 as an isolated structure, with properties calculated with ωB97M-V/def2-TZVPD.

The HOMO energy comes out at -0.304 Ha. The gap between HOMO and LUMO is 8.16 eV. As for the spin multiplicity: 1.

Cartesian coordinates (Å):
Na: -38.74756 -2.04466 23.47648
C: -36.94543 1.21563 24.43276
C: -37.92225 1.46122 23.27489
O: -38.89494 0.47927 23.15958
H: -36.19828 2.02324 24.48210
H: -36.39996 0.27928 24.30899
H: -37.42076 1.29895 25.41389
H: -37.27841 1.51902 22.37459
H: -38.39532 2.45110 23.41127
Cl: -41.65804 5.08322 20.72681
C: -41.19963 3.78735 21.86500
C: -41.58331 2.41201 21.35580
Cl: -43.35505 2.32262 21.18256
H: -41.75334 3.96309 22.78615
H: -40.13384 3.90849 22.03486
H: -41.30742 1.62876 22.06078
H: -41.11739 2.19701 20.39905
Cl: -33.52599 0.78765 24.26128
C: -33.86095 1.39710 22.64435
C: -34.53324 0.34454 21.78766
Cl: -33.52060 -1.06681 21.43359
H: -32.97597 1.77280 22.13715
H: -34.54182 2.23752 22.76967
H: -34.81126 0.70222 20.79568
H: -35.46427 0.00769 22.24552
C: -36.05656 1.25918 27.82065
O: -35.06797 1.57117 28.77670
H: -35.56482 1.23468 26.84547
H: -36.48979 0.25856 27.92855
H: -36.83793 2.02090 27.78249
H: -35.44472 1.83065 29.61997
C: -41.15295 2.17923 25.35089
O: -41.06030 0.79266 25.08461
H: -42.16472 2.49441 25.05757
H: -41.11782 2.46932 26.40466
H: -40.45848 2.74827 24.73034
H: -40.27353 0.66123 24.51146
C: -38.00376 0.47462 19.63869
O: -39.21011 0.84275 20.23618
H: -37.82721 -0.60225 19.51195
H: -37.86134 1.02685 18.70669
H: -37.10005 0.73854 20.21743
H: -39.10569 0.73723 21.20510
C: -39.59261 -3.49802 20.46217
O: -38.49711 -2.92105 21.17471
C: -37.33330 -3.73385 21.15142
C: -36.38421 -3.05759 22.12572
N: -36.75284 -3.39523 23.51895
C: -35.80609 -2.81207 24.47874
C: -35.79724 -3.61425 25.77590
O: -35.38856 -4.91969 25.47559
C: -35.26524 -5.73540 26.62133
H: -39.22723 -3.98416 19.55534
H: -40.31566 -2.71346 20.26491
H: -40.04956 -4.26920 21.09001
H: -36.90194 -3.75271 20.14623
H: -37.59192 -4.74576 21.48574
H: -36.36707 -1.97765 21.98057
H: -35.38674 -3.49690 21.99604
H: -36.68067 -4.40743 23.54228
H: -36.12207 -1.79056 24.69477
H: -34.79939 -2.81428 24.04641
H: -36.78534 -3.61382 26.25310
H: -35.18299 -3.04091 26.48402
H: -36.23151 -6.05202 27.02749
H: -34.64491 -5.24552 27.37613
H: -34.75648 -6.64432 26.29590
C: -33.21782 5.06632 21.74622
O: -33.44274 4.51175 23.02004
C: -34.58270 5.02193 23.70490
C: -34.64822 4.43032 25.09950
N: -33.67553 5.02073 25.99549
C: -33.74422 4.43772 27.32624
C: -32.67110 5.00771 28.24463
O: -31.36872 4.80082 27.76491
C: -30.85813 3.50741 27.88922
H: -32.53038 4.40643 21.22337
H: -32.89615 6.10958 21.79986
H: -34.15069 5.07662 21.16606
H: -35.49867 4.74230 23.17074
H: -34.48755 6.11105 23.73228
H: -34.62178 3.33520 25.06223
H: -35.63050 4.78984 25.43047
H: -32.72195 4.93421 25.66124
H: -33.70206 3.33738 27.32854
H: -34.74476 4.60459 27.74202
H: -32.85536 4.62482 29.25712
H: -32.76393 6.08896 28.34936
H: -31.49292 2.71881 27.46441
H: -30.72576 3.23502 28.94875
H: -29.87884 3.47733 27.41370
C: -37.30860 5.27016 21.91785
O: -36.59411 5.21801 20.70155
C: -36.50469 3.89314 20.21455
C: -35.71274 3.89382 18.88730
N: -36.36872 4.50008 17.72914
C: -36.67764 5.93602 17.81593
C: -37.33020 6.38943 16.50083
O: -36.94152 7.69625 16.10490
C: -37.42684 8.67736 17.00205
H: -38.37469 5.11106 21.72881
H: -37.14969 6.24520 22.37680
H: -36.95152 4.51961 22.63376
H: -37.53491 3.55825 20.00749
H: -36.06576 3.20249 20.94787
H: -35.55781 2.84366 18.63325
H: -34.78282 4.39448 19.16166
H: -37.25159 4.00033 17.64332
H: -35.73823 6.44197 18.04400
H: -37.37540 6.16369 18.62219
H: -38.42188 6.38134 16.62168
H: -37.14088 5.70502 15.67510
H: -38.52112 8.76106 16.98083
H: -37.08815 9.63527 16.60879
H: -37.07989 8.46796 18.01345
C: -37.89163 4.15637 26.44278
O: -36.96397 4.88364 27.21801
C: -36.92737 6.22149 26.75454
C: -36.23655 7.12485 27.75735
N: -36.78601 7.05532 29.10810
C: -38.16451 7.52988 29.15821
C: -38.68844 7.85446 30.52591
O: -38.01986 9.00004 31.01453
C: -38.62255 9.44586 32.20628
H: -37.84400 3.10403 26.71564
H: -37.78443 4.27465 25.35885
H: -38.93589 4.44392 26.62795
H: -37.86929 6.62813 26.37341
H: -36.29252 6.25862 25.85267
H: -36.31946 8.15977 27.37877
H: -35.16191 6.95237 27.84057
H: -36.16002 7.55307 29.72566
H: -38.76937 6.78352 28.63439
H: -38.28121 8.40714 28.49760
H: -38.56133 7.00467 31.20835
H: -39.77538 7.97444 30.45856
H: -38.30441 10.46520 32.43139
H: -38.33987 8.77490 33.02252
H: -39.71436 9.54787 32.18263
C: -43.47513 -2.66520 20.63127
O: -42.93042 -3.03672 21.87047
C: -42.34468 -1.92212 22.53811
C: -41.91995 -2.37444 23.91193
N: -41.00173 -3.51100 23.83803
C: -40.67725 -4.05181 25.17536
C: -40.21449 -2.99321 26.18318
O: -38.99968 -2.38135 25.83751
C: -38.54257 -1.39168 26.75111
H: -43.99636 -3.49849 20.15825
H: -42.66815 -2.40046 19.93365
H: -44.18601 -1.83549 20.69428
H: -43.07716 -1.11030 22.57963
H: -41.48826 -1.53925 21.96657
H: -42.81112 -2.55790 24.52725
H: -41.44043 -1.49795 24.35812
H: -41.48758 -4.23617 23.32218
H: -40.00637 -4.90760 25.11043
H: -41.62259 -4.43938 25.58415
H: -40.08904 -3.45910 27.17323
H: -41.05181 -2.30832 26.36980
H: -39.31619 -0.62356 26.84080
H: -37.64441 -0.97007 26.30946
H: -38.33151 -1.79960 27.74387